[1]
Below is a structure of composition C50H43BF5IrN7P at a distorted geometry, with properties calculated with the ωB97M-V functional and the def2-TZVPD basis.

## Properties
Kohn-Sham gap (spin up / spin down)   7.848 / 7.847 eV
Energy above the lowest of the compared OMol25 structures with the same formula, charge and spin   0.000 eV
E_LUMO (spin up / spin down)   0.3 / 0.3 eV
Energy   -89373.0212 eV
HOMO energy (spin up / spin down)   -7.54 / -7.54 eV
Charge   0

Last column: Mulliken charge in e.
Element x y z (Å)
Ir: 0.62 -0.30 0.16  2.964
C: 4.87 -2.35 -2.68  -1.461
C: 4.30 -1.36 -1.72  0.762
C: 4.89 -0.25 -1.18  -1.631
C: 3.94 0.33 -0.33  -0.279
N: 2.78 -0.36 -0.42  0.226
N: 3.04 -1.41 -1.25  0.504
B: 2.20 -2.67 -1.17  -1.079
N: 0.82 -2.57 -1.81  0.530
N: -0.12 -1.92 -1.11  -0.134
C: -1.30 -2.32 -1.58  -0.905
C: -1.10 -3.19 -2.67  -1.101
C: 0.27 -3.34 -2.77  0.646
C: 1.06 -4.17 -3.72  -1.473
C: -2.62 -2.05 -0.98  1.174
C: -2.78 -2.00 0.40  0.410
C: -4.04 -1.84 0.96  -0.558
C: -5.16 -1.74 0.14  -0.774
C: -5.01 -1.82 -1.23  -0.847
C: -3.75 -1.98 -1.79  -0.443
N: 1.99 -2.96 0.34  0.636
N: 1.30 -2.08 1.13  -0.022
C: 1.22 -2.63 2.36  -0.158
C: 1.91 -3.85 2.34  -1.690
C: 2.37 -4.02 1.06  0.741
C: 3.15 -5.15 0.48  -1.442
C: 0.48 -2.12 3.53  0.967
C: -0.31 -0.97 3.54  1.771
C: -1.00 -0.58 4.68  -0.903
C: -0.91 -1.33 5.84  -0.851
C: -0.14 -2.48 5.85  -0.808
C: 0.55 -2.86 4.71  -1.292
C: 4.37 1.52 0.45  0.606
C: 4.71 2.68 -0.23  -0.352
C: 5.22 3.78 0.45  -0.807
C: 5.43 3.71 1.82  -0.466
C: 5.14 2.53 2.50  -0.837
C: 4.62 1.44 1.81  0.033
H: 5.86 -2.02 -2.98  0.410
H: 4.25 -2.44 -3.57  0.233
H: 4.96 -3.35 -2.24  0.235
H: 5.90 0.09 -1.31  0.557
H: 2.79 -3.58 -1.68  -0.212
H: -1.85 -3.70 -3.24  0.540
H: 0.39 -4.64 -4.44  0.402
H: 1.62 -4.95 -3.20  0.226
H: 1.78 -3.56 -4.27  0.246
H: -1.91 -2.10 1.04  0.261
H: -4.15 -1.80 2.04  0.473
H: -6.14 -1.61 0.58  0.404
H: -5.88 -1.75 -1.88  0.437
H: -3.64 -2.03 -2.87  0.409
H: 2.04 -4.55 3.16  0.520
H: 3.34 -5.90 1.25  0.390
H: 4.11 -4.81 0.09  0.232
H: 2.61 -5.63 -0.33  0.250
H: -0.40 -0.38 2.64  -0.423
H: -1.59 0.32 4.65  0.573
H: -1.45 -1.02 6.73  0.428
H: -0.06 -3.08 6.75  0.399
H: 1.15 -3.76 4.75  0.310
H: 4.54 2.74 -1.30  0.475
H: 5.45 4.69 -0.09  0.393
H: 5.81 4.56 2.36  0.399
H: 5.32 2.46 3.56  0.412
H: 4.40 0.53 2.35  0.379
N: -1.00 0.42 -0.34  0.045
P: -1.80 1.73 -0.68  0.325
C: -2.63 2.45 0.78  1.003
C: -2.79 1.56 1.83  0.376
C: -3.45 1.94 2.99  -0.811
C: -3.95 3.22 3.11  -1.015
C: -3.80 4.12 2.06  -0.884
C: -3.15 3.74 0.90  -1.002
C: -0.83 2.88 -1.70  1.294
C: 0.30 2.38 -2.34  -0.258
C: 1.01 3.18 -3.23  -0.845
C: 0.59 4.47 -3.50  -0.669
C: -0.55 4.97 -2.87  -0.811
C: -1.26 4.17 -1.99  -1.053
C: -3.20 1.38 -1.80  1.286
C: -4.53 1.53 -1.42  -0.381
C: -5.54 1.30 -2.34  -0.941
C: -5.24 0.90 -3.63  -0.482
C: -3.91 0.72 -4.01  -0.881
C: -2.90 0.96 -3.10  -0.276
H: -2.37 0.56 1.74  0.320
H: -3.57 1.23 3.80  0.515
H: -4.46 3.53 4.02  0.370
H: -4.18 5.13 2.16  0.431
H: -3.06 4.46 0.10  0.136
H: 0.65 1.38 -2.12  0.119
H: 1.89 2.78 -3.72  0.476
H: 1.14 5.09 -4.19  0.386
H: -0.88 5.98 -3.07  0.435
H: -2.15 4.57 -1.53  0.209
H: -4.78 1.83 -0.41  0.453
H: -6.58 1.43 -2.04  0.432
H: -6.03 0.73 -4.35  0.390
H: -3.67 0.40 -5.02  0.453
H: -1.87 0.82 -3.39  0.404
F: 1.89 2.29 0.33  -0.105
C: 1.11 1.52 1.14  0.403
F: 2.01 0.94 2.14  -0.292
C: 0.48 2.57 2.09  0.160
F: -0.19 3.51 1.40  -0.283
F: -0.37 2.02 2.96  -0.172
F: 1.41 3.22 2.79  -0.274

---

[2]
Below is a structure of composition C50H43Br5F6KN5O3SSb2 at a distorted geometry, with properties calculated with the ωB97M-V functional and the def2-TZVPD basis.

## Properties
Kohn-Sham gap   4.898 eV
Energy above the lowest of the compared OMol25 structures with the same formula, charge and spin   2.777 eV
E_LUMO   3.5 eV
Energy   -472893.0326 eV
HOMO energy   -1.37 eV
Charge   -2

Last column: Mulliken charge in e.
Element x y z (Å)
K: -0.24 -2.41 0.76  1.538
C: -4.29 1.44 1.23  -1.842
C: -3.12 0.61 0.78  -0.374
N: -1.95 0.62 1.27  1.456
N: -1.72 1.58 2.29  -0.265
C: -0.93 1.04 3.37  0.766
N: -0.39 2.15 4.09  -0.748
S: 0.28 -0.32 2.93  -0.043
C: -3.31 -0.31 -0.38  0.795
C: -4.36 -1.22 -0.41  -0.810
C: -4.46 -2.09 -1.48  -0.709
C: -3.51 -2.03 -2.48  -0.454
C: -2.49 -1.09 -2.37  -0.656
N: -2.39 -0.23 -1.35  0.953
H: -4.11 1.86 2.21  0.407
H: -5.20 0.84 1.23  0.463
H: -4.44 2.25 0.51  0.181
H: -1.24 2.37 1.88  -0.294
H: 0.31 2.61 3.53  0.192
H: 0.09 1.80 4.92  0.450
H: -5.05 -1.29 0.42  0.383
H: -5.24 -2.84 -1.51  0.356
H: -3.51 -2.72 -3.31  0.393
H: -1.71 -1.04 -3.11  0.287
Br: -2.02 -7.39 -3.69  -0.252
C: -2.13 -6.07 -2.33  0.106
C: -3.12 -6.12 -1.37  0.220
Br: -4.45 -7.49 -1.42  -0.245
C: -3.14 -5.15 -0.35  0.103
Br: -4.49 -5.16 0.99  -0.228
C: -2.20 -4.11 -0.23  0.157
O: -2.23 -3.27 0.73  -1.114
C: -1.18 -4.00 -1.31  -0.440
O: -0.38 -3.01 -1.37  0.356
C: -1.18 -5.03 -2.27  0.033
Br: 0.16 -4.86 -3.61  -0.246
C: 0.14 2.21 -2.96  -1.834
C: 1.29 1.26 -2.64  0.290
C: 0.81 -0.10 -2.19  0.268
Sb: 2.23 -1.39 -1.15  -0.352
C: 3.89 -0.83 -2.45  0.563
C: 4.20 -1.73 -3.46  -0.957
C: 5.22 -1.48 -4.38  -0.527
C: 5.96 -0.32 -4.28  -0.484
C: 5.68 0.59 -3.27  -0.693
C: 4.66 0.34 -2.36  -0.078
C: 2.67 0.18 0.29  0.903
C: 1.71 1.15 0.62  0.196
C: 1.99 2.16 1.53  0.015
C: 3.22 2.22 2.16  -1.578
C: 4.17 1.25 1.87  -1.037
C: 3.90 0.25 0.95  -0.690
Sb: -1.08 2.69 -1.25  -0.116
C: 0.13 4.33 -0.58  0.646
C: 1.43 4.57 -1.03  -0.203
C: 2.22 5.55 -0.45  -0.727
C: 1.73 6.31 0.59  -0.559
C: 0.45 6.09 1.06  -0.709
C: -0.34 5.10 0.49  -0.439
C: -2.46 3.86 -2.44  0.473
C: -3.39 3.15 -3.20  -0.434
C: -4.31 3.82 -4.00  -0.690
C: -4.32 5.21 -4.04  -0.440
C: -3.40 5.92 -3.28  -0.662
C: -2.47 5.25 -2.49  -0.378
H: -0.55 1.79 -3.70  0.764
H: 0.49 3.17 -3.35  0.744
H: 1.95 1.72 -1.90  -0.575
H: 1.91 1.13 -3.54  0.593
H: 0.44 -0.69 -3.03  1.228
H: -0.04 -0.03 -1.50  -1.220
H: 3.63 -2.66 -3.55  0.363
H: 5.43 -2.20 -5.16  0.398
H: 6.76 -0.12 -4.98  0.334
H: 6.26 1.50 -3.18  0.393
H: 4.46 1.06 -1.58  0.242
H: 0.73 1.11 0.16  -0.248
H: 1.24 2.94 1.71  0.997
H: 3.44 3.01 2.87  0.414
H: 5.13 1.27 2.37  0.344
H: 4.66 -0.50 0.74  0.609
H: 1.83 3.97 -1.84  0.104
H: 3.23 5.70 -0.82  0.408
H: 2.36 7.07 1.05  0.372
H: 0.06 6.68 1.89  0.412
H: -1.34 4.93 0.88  0.387
H: -3.41 2.07 -3.17  0.387
H: -5.03 3.25 -4.58  0.407
H: -5.03 5.73 -4.66  0.346
H: -3.39 7.00 -3.31  0.376
H: -1.75 5.82 -1.91  0.349
Br: -1.60 -3.78 6.88  -0.259
C: -1.43 -2.21 5.83  -0.561
C: -1.62 -0.92 6.47  -0.254
C: -1.68 0.21 5.73  -1.472
C: -1.73 0.04 4.24  -0.267
N: -0.99 -1.14 3.82  0.739
C: -0.95 -2.27 4.57  0.202
H: -1.62 -0.87 7.55  0.407
H: -1.69 1.19 6.18  0.561
H: -2.77 -0.01 3.89  0.185
H: -0.53 -3.16 4.12  0.249
C: 1.93 -4.97 0.93  -2.062
C: 2.36 -3.82 1.88  1.275
O: 1.76 -2.65 1.66  -0.486
C: 2.06 -4.29 3.35  0.425
F: 2.91 -5.23 3.83  -0.318
F: 0.83 -4.84 3.42  -0.308
F: 2.08 -3.28 4.23  -0.252
C: 3.91 -3.68 1.77  0.237
F: 4.25 -3.17 0.56  -0.176
F: 4.42 -2.84 2.69  -0.303
F: 4.61 -4.83 1.88  -0.328
H: 0.85 -5.10 0.96  0.381
H: 2.42 -5.90 1.25  0.485
H: 2.21 -4.72 -0.09  0.331